{"formula": "C4H6N2S", "method": "wB97M-V/def2-TZVPD", "elements": ["C", "C", "C", "C", "N", "N", "S", "H", "H", "H", "H", "H", "H"], "coordinates": [[0.13773, -0.30932, 0.55596], [0.55786, 0.40422, 1.76392], [-1.05452, -1.18442, 0.97989], [0.20715, 0.61797, -0.69676], [-1.85074, -1.64668, 0.15298], [-1.16388, -1.38222, 2.37329], [-0.34168, -0.16756, 3.07417], [0.73525, -1.17209, 0.33247], [0.89070, 1.44737, 1.73641], [-0.03587, 1.70826, -0.55314], [1.26185, 0.69513, -1.02392], [-0.40395, 0.26149, -1.40318], [-2.59897, -2.11353, 0.57060]], "lowdin_charge": [-0.374, -0.346, -0.572, -0.035, 0.147, -0.302, 1.024, 0.145, 0.077, 0.095, 0.090, 0.019, 0.031], "homo_lumo_gap_ev": [7.45, 7.45], "de_lowest_kcal_mol": 70.40, "e_tot_ev": -18057.9205, "e_homo_ha": [-0.307, -0.307], "total_charge": 0}

=====

{"formula": "C20H56O8", "method": "wB97M-V/def2-TZVPD", "elements": ["C", "O", "H", "H", "H", "H", "C", "O", "H", "H", "H", "H", "C", "C", "C", "O", "H", "H", "H", "H", "H", "H", "H", "H", "C", "C", "C", "O", "H", "H", "H", "H", "H", "H", "H", "H", "C", "C", "C", "O", "H", "H", "H", "H", "H", "H", "H", "H", "C", "C", "C", "O", "H", "H", "H", "H", "H", "H", "H", "H", "C", "C", "C", "O", "H", "H", "H", "H", "H", "H", "H", "H", "C", "C", "C", "O", "H", "H", "H", "H", "H", "H", "H", "H"], "coordinates": [[0.48870, 0.16014, -0.44379], [0.30142, 1.50306, -0.01582], [0.37141, 0.10778, -1.52620], [1.46310, -0.16278, -0.07723], [-0.26609, -0.44626, 0.05687], [-0.07127, 1.46175, 0.86792], [-0.33822, 1.64948, 2.38499], [-0.39070, 0.38102, 1.79455], [0.64895, 1.64844, 2.84716], [-0.54164, 2.41228, 1.63342], [-1.06733, 1.68653, 3.19439], [-1.12874, -0.14342, 2.11368], [2.68224, -1.69363, -1.37234], [2.73183, -0.54977, -2.40080], [3.69177, 0.56717, -2.07739], [2.96034, -1.18477, -3.65778], [2.22765, -2.58337, -1.80802], [2.13281, -1.49918, -0.45125], [3.68617, -2.02848, -1.11134], [1.76092, -0.07046, -2.52609], [3.48618, 1.47601, -2.64294], [4.73758, 0.29744, -2.22450], [3.48583, 0.83419, -1.04087], [3.85405, -0.93546, -3.90423], [-1.53843, -1.81166, -0.73112], [-1.97877, -2.39990, -2.08030], [-0.84868, -2.57564, -3.07281], [-2.47569, -3.64595, -1.94610], [-0.75537, -2.47954, -0.37217], [-2.40682, -1.73217, -0.07714], [-1.14804, -0.81321, -0.92804], [-2.68617, -1.74811, -2.59298], [-0.49296, -1.57586, -3.32178], [-1.15644, -3.09792, -3.97869], [-0.11910, -3.23583, -2.60381], [-2.69239, -3.93759, -2.83469], [-3.44188, -1.68910, 3.15167], [-2.09279, -1.24149, 2.68999], [-1.72836, -1.68144, 1.26323], [-2.11815, 0.16755, 2.69378], [-4.28704, -1.40876, 2.52301], [-3.67336, -1.33522, 4.15631], [-3.51201, -2.76317, 3.32357], [-1.33902, -1.59749, 3.39227], [-2.50982, -1.44501, 0.54108], [-1.42084, -2.70596, 1.05375], [-0.82358, -1.17395, 0.92869], [-2.88391, 0.35957, 2.14756], [0.61311, 4.19302, -0.62258], [1.28451, 3.38765, -1.69576], [2.57071, 2.54036, -1.31579], [0.32805, 2.50400, -2.09449], [0.28413, 3.67182, 0.27643], [-0.28111, 4.67630, -1.01619], [1.21301, 5.02435, -0.25229], [1.58400, 4.08786, -2.47558], [2.44978, 1.68988, -0.64484], [3.31661, 3.16672, -0.82649], [3.06724, 2.11833, -2.18952], [0.12836, 1.89336, -1.38116], [-1.96143, 0.72549, -0.10973], [-3.44124, 0.91618, 0.15610], [-4.30201, 0.11103, -0.86857], [-3.77429, 0.51330, 1.46511], [-1.35464, 1.37508, 0.52110], [-1.66391, 1.05912, -1.10385], [-1.52113, -0.24637, 0.11327], [-3.70829, 1.97273, 0.17811], [-4.18137, 0.64349, -1.81198], [-5.33736, 0.16335, -0.53181], [-3.99598, -0.93234, -0.94485], [-4.66024, 0.82768, 1.65968], [2.92705, -1.15873, 2.93027], [3.08345, -0.42003, 1.60780], [2.04017, 0.72313, 1.53265], [4.40525, 0.14418, 1.47053], [3.21190, -0.55915, 3.79483], [3.58600, -2.01503, 3.07395], [1.89765, -1.49008, 3.06684], [3.02502, -1.16215, 0.81160], [1.03104, 0.32673, 1.42034], [2.19742, 1.37022, 0.66972], [2.10159, 1.33220, 2.43451], [5.05961, -0.49355, 1.76496]], "lowdin_charge": [-0.138, -0.290, 0.119, 0.061, 0.041, -0.042, -0.058, -0.324, 0.099, 0.114, 0.134, -0.097, -0.037, -0.430, -0.065, -0.040, 0.078, 0.034, 0.094, 0.113, 0.052, 0.113, 0.061, 0.079, -0.170, -0.503, -0.041, -0.013, 0.133, -0.003, 0.051, 0.130, 0.086, 0.080, 0.085, 0.096, -0.027, -0.338, -0.084, -0.057, 0.082, 0.091, 0.088, 0.160, 0.035, 0.147, 0.086, -0.147, -0.052, -0.430, -0.044, -0.063, 0.061, 0.082, 0.076, 0.136, 0.023, 0.115, -0.010, -0.022, -0.042, -0.311, 0.011, 0.034, 0.089, 0.143, 0.006, 0.153, 0.095, 0.080, 0.075, 0.160, -0.047, -0.423, -0.072, -0.046, 0.082, 0.072, 0.077, 0.083, 0.026, 0.070, 0.098, 0.079], "homo_lumo_gap_ev": 8.68, "de_lowest_kcal_mol": 627.40, "e_tot_ev": -38000.0080, "e_homo_ha": -0.315, "total_charge": 0}